Entry 1:
This record from OMol25 describes a molecular structure, C19H41Cl30NO7PS3 at a distorted geometry. The level of theory is ωB97M-V/def2-TZVPD.

The geometry in XYZ format:
```
102
Properties=species:S:1:pos:R:3:forces:R:3
C 6.18719 -2.72577 -2.79453 -0.34 -0.02 0.09
O 5.77462 -1.51314 -3.37659 0.27 -0.06 0.34
C 6.77699 -0.56550 -3.64214 -0.21 0.58 -0.14
C 6.25587 0.84899 -3.34535 0.31 -0.35 -0.34
C 4.78128 1.07661 -3.69482 0.31 -0.03 -0.17
S 3.73310 1.36690 -2.26442 -0.35 1.22 1.27
O 4.54062 1.42304 -1.06094 0.52 -0.85 -0.08
O 3.10093 2.64622 -2.49973 -0.46 -0.12 -0.63
N 2.67088 0.17577 -2.02938 0.11 -0.05 -0.95
S 1.49544 -0.02985 -3.08083 -0.03 0.01 0.66
O 1.53849 0.73361 -4.29730 0.41 0.18 -0.18
O 0.23813 -0.05086 -2.36874 -0.21 -0.07 0.00
P 1.62645 -2.09932 -3.72438 -0.62 0.17 -1.44
O 1.15787 -2.96409 -2.46879 0.90 0.10 0.13
O 3.17241 -2.31669 -4.02025 0.11 0.00 0.86
S 0.56379 -2.45231 -5.28864 -0.28 -0.07 0.11
H 6.13570 -3.54539 -3.51982 0.16 0.01 -0.07
H 5.50287 -2.95743 -1.97435 -0.03 -0.02 -0.02
H 7.19310 -2.67258 -2.37313 0.09 0.03 -0.08
H 7.06939 -0.60734 -4.69984 0.05 -0.19 0.01
H 7.66929 -0.73002 -3.03131 0.05 -0.18 -0.03
H 6.47500 1.10274 -2.31097 -0.30 0.05 0.08
H 6.84874 1.52272 -3.96964 0.04 0.08 0.10
H 4.34411 0.29752 -4.31607 0.02 -0.21 0.18
H 4.69798 1.99538 -4.26607 -0.20 0.15 0.10
H 1.70732 -2.72028 -1.70292 -0.31 -0.10 0.22
H 3.42777 -3.25184 -3.97744 0.08 0.01 -0.23
C 3.02276 3.04823 1.27770 0.05 -0.13 -0.16
Cl 4.01300 2.46515 2.62346 -0.04 0.00 0.00
Cl 2.58917 4.76018 1.48607 -0.05 -0.01 0.00
H 3.57621 2.92310 0.35479 0.09 0.05 -0.03
H 2.11255 2.46112 1.23886 -0.01 0.00 0.06
C -0.31655 2.75440 2.93515 0.11 -0.09 -0.04
Cl 0.34442 1.16718 3.33512 0.01 0.02 0.00
Cl -1.12933 3.50745 4.32518 0.01 0.04 -0.03
H 0.49118 3.40681 2.62343 0.02 0.03 0.12
H -1.03547 2.62936 2.13772 -0.06 -0.03 0.01
C 2.46560 -5.98763 -5.40475 -0.21 -0.01 0.03
Cl 1.12528 -6.00524 -4.27324 -0.06 -0.15 0.09
Cl 3.95470 -5.41545 -4.61534 0.14 -0.19 0.01
H 2.64331 -6.99151 -5.77229 0.05 -0.02 0.08
H 2.21329 -5.31712 -6.21626 0.09 0.16 0.06
C -4.21236 3.24516 7.00234 0.09 0.09 0.15
Cl -3.99149 4.39719 8.32960 0.01 0.01 0.07
Cl -4.35920 1.58468 7.60196 -0.01 0.01 -0.02
H -5.11625 3.50814 6.47663 -0.08 0.00 0.04
H -3.35469 3.30582 6.34293 0.05 -0.04 0.04
C -1.51997 7.12431 7.74891 -0.04 -0.01 0.07
Cl -1.97201 6.71795 6.09207 -0.03 -0.03 -0.06
Cl 0.18074 7.58904 7.88226 -0.01 0.01 0.02
H -2.13114 7.95645 8.07694 0.03 0.04 -0.05
H -1.69156 6.25485 8.37184 0.04 -0.04 -0.04
C 5.74137 -3.65633 -7.71922 0.04 -0.06 0.04
Cl 6.34964 -2.35224 -6.69447 0.00 -0.05 -0.01
Cl 3.98738 -3.81773 -7.60341 -0.05 0.15 -0.23
H 6.00179 -3.44212 -8.74858 -0.03 0.05 0.00
H 6.19276 -4.58676 -7.39481 -0.02 0.01 0.06
C -1.26974 9.25790 2.87226 0.03 -0.09 -0.02
Cl -0.14830 10.34697 3.69826 0.02 -0.01 -0.01
Cl -2.92003 9.41893 3.48577 -0.04 0.00 -0.03
H -1.26960 9.49766 1.81631 -0.02 0.05 0.01
H -0.94180 8.23784 3.03354 0.00 0.01 0.07
C -1.83486 -1.73077 -1.02642 0.07 0.14 -0.14
Cl -0.70519 -2.71328 -0.08690 -0.10 -0.04 0.26
Cl -3.32344 -1.38235 -0.12234 -0.05 -0.02 0.02
H -1.34321 -0.79850 -1.27766 -0.01 -0.07 0.07
H -2.09325 -2.27664 -1.92542 -0.02 -0.06 0.03
C 3.48664 4.04612 -7.21405 -0.14 -0.09 -0.04
Cl 2.70801 2.74892 -6.32045 -0.02 0.00 0.02
Cl 5.10659 4.41596 -6.58626 0.04 0.04 -0.03
H 3.58806 3.74972 -8.25145 0.07 -0.01 0.01
H 2.87980 4.94005 -7.13236 0.05 0.03 0.07
C -6.78038 1.80032 3.97721 0.06 -0.11 0.21
Cl -7.24276 1.49699 2.29497 -0.01 0.01 0.02
Cl -5.09394 2.30779 4.12534 -0.24 -0.14 -0.12
H -7.41497 2.58609 4.37154 0.01 0.04 -0.07
H -6.90766 0.88284 4.54784 0.16 0.39 -0.34
C -7.54791 -1.25872 7.27424 0.03 0.07 0.09
Cl -7.52476 -3.01314 7.48099 0.04 -0.01 0.02
Cl -7.95748 -0.78950 5.61704 -0.24 -0.38 0.25
H -8.29053 -0.84137 7.94291 -0.06 -0.03 -0.04
H -6.56407 -0.86956 7.50832 0.03 -0.04 -0.07
C -4.64935 3.89650 0.51994 -0.05 -0.12 -0.01
Cl -4.40774 5.43337 -0.32070 -0.03 0.01 -0.01
Cl -3.39869 3.59562 1.72910 0.09 0.22 -0.24
H -5.60884 3.92474 1.02315 0.02 0.03 0.04
H -4.62401 3.09431 -0.20776 0.07 0.02 -0.03
C -1.48577 -8.62422 -6.27173 -0.06 0.02 0.02
Cl -0.02358 -8.21588 -7.18264 -0.01 -0.02 -0.04
Cl -1.14422 -8.97789 -4.57676 -0.03 -0.04 -0.01
H -2.16536 -7.78191 -6.31766 0.07 0.06 0.02
H -1.93171 -9.50155 -6.72383 0.05 -0.03 0.00
C -9.95848 -6.02028 7.87781 0.01 0.03 -0.04
Cl -8.70178 -7.21153 8.23322 0.02 0.04 -0.05
Cl -11.26080 -6.06335 9.07420 -0.03 0.04 -0.02
H -9.51394 -5.03287 7.88603 0.01 0.00 0.08
H -10.37693 -6.23704 6.90264 -0.03 -0.08 0.02
C 1.54418 -4.19268 2.70531 -0.08 0.11 -0.01
Cl 2.53568 -3.64829 1.35132 0.06 0.02 -0.01
Cl 1.47266 -5.95793 2.81670 -0.02 -0.02 0.03
H 1.97484 -3.80766 3.62130 0.05 -0.04 -0.01
H 0.53791 -3.81444 2.56666 -0.01 -0.04 -0.06
```
Forces are in eV/Å.

LUMO level, eV: 1.43
Total charge: -1
Spin multiplicity: 1
Highest occupied orbital energy, eV: -6.1

***

Entry 2:
This record from OMol25 describes 4 unconnected molecules or ions with the total composition C19H41F4N3O10PS3 at a distorted geometry. The level of theory is ωB97M-V/def2-TZVPD.

The geometry in XYZ format:
```
81
Properties=species:S:1:pos:R:3:forces:R:3
C -2.51231 -1.19572 2.02050 -0.78 0.91 0.22
C -1.20723 -1.31729 1.03770 0.69 -1.99 4.18
F -0.07870 -0.61424 1.73010 -3.08 -1.38 -2.56
N -1.43070 -0.86731 -0.39037 -1.18 -0.37 -2.58
C -2.82599 -1.23772 -0.93638 -3.74 -0.67 0.26
O -2.93989 -0.96907 -2.40360 -2.24 -2.28 0.56
C -4.10908 -1.65109 -2.97787 -1.17 0.95 -2.73
F -4.57466 -0.77833 -4.12025 1.78 -3.22 4.25
F -5.27308 -1.78030 -2.07189 4.37 0.07 -2.91
F -3.75485 -2.96369 -3.62936 -1.32 4.53 2.90
C -1.05589 0.57255 -0.67356 2.00 3.20 -0.21
C -1.74235 1.68099 0.31876 -0.10 1.36 0.90
O -0.91269 2.92477 0.17881 -0.44 -1.83 0.96
C -3.27153 2.12271 -0.07996 -0.36 0.64 0.88
N -3.49882 2.21758 -1.57535 0.68 1.19 0.56
P -0.28256 -1.86555 -1.38906 8.41 -2.93 -1.80
N 1.19256 -1.96420 -0.65358 -3.35 0.50 -1.78
O -0.83937 -3.53788 -1.50028 0.92 3.12 0.16
O 0.04240 -1.14552 -2.96090 -1.93 -2.91 2.05
H -3.25656 -0.33149 1.68126 1.71 -1.82 0.70
H -2.15841 -0.90309 3.10211 -0.37 -0.66 -2.31
H -3.14568 -2.18368 2.12746 1.56 1.84 -0.54
H -0.87383 -2.46309 0.99696 -0.56 2.64 0.03
H -3.68900 -0.61065 -0.43796 2.19 -1.08 -0.76
H -3.07421 -2.37918 -0.80446 1.01 2.16 0.20
H -1.21388 0.89538 -1.80504 -0.05 -1.27 2.40
H 0.12331 0.64141 -0.49971 -2.62 -0.25 -0.21
H -1.65372 1.40154 1.47403 -0.40 0.16 -2.82
H -0.55742 3.15037 1.09302 -0.81 -0.59 -1.46
H -3.49878 3.19643 0.37694 0.89 -2.58 -0.59
H -4.06862 1.40009 0.43507 1.66 1.37 -1.22
H -4.20144 3.00456 -1.69769 1.19 -1.43 -0.02
H -2.60294 2.58741 -2.01065 -1.51 -0.37 0.72
H 1.93580 -1.58200 -1.29290 -1.06 -0.17 0.63
H 0.02418 -4.08029 -1.45014 -1.47 1.43 0.15
H 0.34259 -1.94590 -3.52025 -0.54 1.67 1.05
C -3.71385 4.82411 5.14781 -0.29 0.02 0.12
C -3.07429 3.71818 5.98596 0.10 0.18 0.37
C -2.86725 2.51160 5.07199 0.05 -0.46 0.54
S -2.67087 3.16371 3.42037 -0.30 0.61 0.65
O -3.79408 2.72894 2.61692 0.48 -0.21 0.15
O -1.29712 2.98161 2.99598 -0.11 -0.28 -0.27
C -2.91547 4.87485 3.85369 -0.05 0.53 0.01
H -3.69949 5.78691 5.66689 -0.01 -0.15 -0.13
H -4.75885 4.56911 4.93478 0.13 0.09 0.00
H -2.10528 4.06320 6.36663 -0.15 -0.06 -0.06
H -3.69231 3.45702 6.85069 0.14 0.01 -0.16
H -1.97338 1.94652 5.34805 -0.14 0.01 -0.22
H -3.74009 1.85296 5.07475 0.12 0.10 -0.16
H -3.43667 5.39375 3.04741 0.14 -0.18 -0.05
H -1.93064 5.32302 4.01586 -0.09 -0.12 -0.09
C 5.31648 -4.18013 1.30409 0.07 -0.09 -0.25
C 4.66409 -2.80135 1.21499 0.21 0.25 -0.14
C 3.30968 -2.88864 1.91644 -0.20 0.45 -0.39
S 3.46822 -4.16979 3.15142 0.15 0.13 0.46
O 2.59481 -5.26700 2.79164 0.03 0.29 0.27
O 3.45314 -3.56648 4.46908 -0.33 -0.43 -0.40
C 5.14307 -4.62592 2.74837 0.51 -0.23 -0.12
H 6.37156 -4.14952 1.01687 -0.16 -0.04 0.04
H 4.80189 -4.87677 0.63154 0.09 0.04 0.10
H 5.29685 -2.06484 1.72499 -0.08 -0.11 -0.08
H 4.55068 -2.47362 0.17690 -0.01 -0.01 0.16
H 3.04706 -1.94578 2.40283 -0.11 -0.27 0.02
H 2.51773 -3.18311 1.22235 0.08 0.03 0.18
H 5.28148 -5.69962 2.88616 -0.15 0.13 0.13
H 5.81048 -4.07115 3.41458 -0.16 -0.08 -0.02
C 2.90874 1.49836 -6.22847 0.06 0.26 -0.15
C 4.17992 0.65297 -6.29190 0.06 -0.10 -0.37
C 4.62550 0.38624 -4.85511 0.64 -0.12 -0.24
S 3.14430 0.42613 -3.85705 0.08 0.41 -0.10
O 3.22520 1.55785 -2.95771 -0.17 -0.68 0.00
O 2.84607 -0.91390 -3.39248 0.02 0.09 0.42
C 2.02508 0.83653 -5.18164 -0.42 0.13 -0.34
H 2.40872 1.55340 -7.19985 0.06 0.01 0.17
H 3.15909 2.51965 -5.91744 -0.10 -0.13 -0.03
H 3.96093 -0.29788 -6.79276 0.03 0.14 0.07
H 4.96899 1.15097 -6.86397 -0.12 -0.12 0.12
H 5.10329 -0.59184 -4.75712 -0.11 0.19 0.19
H 5.29910 1.16793 -4.49332 -0.20 -0.12 0.09
H 1.23296 1.49023 -4.81261 0.11 -0.15 0.14
H 1.59790 -0.09694 -5.56006 0.06 0.09 0.09
```
Forces are in eV/Å.

LUMO level, eV: -3.54
Total charge: +1
Spin multiplicity: 1
Highest occupied orbital energy, eV: -11.8

***

Entry 3:
This record from OMol25 describes 2 unconnected molecules or ions with the total composition C19H41N2OPS at a distorted geometry. The level of theory is ωB97M-V/def2-TZVPD.

The geometry in XYZ format:
```
65
Properties=species:S:1:pos:R:3:forces:R:3
C 7.16538 3.27441 2.19602 0.10 0.02 0.02
C 7.11298 3.35882 0.67858 0.21 0.02 0.20
C 6.87643 4.76371 0.13444 -0.47 -0.17 -0.40
C 5.65792 5.49985 0.70085 0.38 -0.57 0.37
C 4.40046 4.63423 0.73256 -0.53 0.56 -0.09
C 3.10786 5.41931 0.50840 -0.22 -0.55 -0.45
C 1.90261 4.46631 0.45137 0.15 0.21 0.90
C 0.63397 5.05118 1.05768 -0.20 0.13 -0.78
C -0.60068 4.17501 0.85083 0.27 -0.10 0.60
C -0.51174 2.72386 1.38858 -0.76 -0.36 -0.37
N -0.90918 1.74492 0.37893 0.64 0.25 -0.20
P 0.26563 1.00318 -0.41031 -0.85 -0.02 0.49
S 0.27690 -0.96235 -0.20620 0.13 -0.67 -0.18
H 6.21205 3.49003 2.66827 -0.18 0.08 -0.01
H 7.45774 2.27810 2.51598 0.08 -0.12 0.06
H 7.89195 3.98261 2.59058 0.12 0.06 0.09
H 8.07228 3.01858 0.29007 0.11 -0.10 -0.10
H 6.37902 2.65438 0.29524 -0.22 -0.01 -0.04
H 6.69828 4.67231 -0.93886 0.18 -0.02 -0.18
H 7.78912 5.34521 0.24892 0.04 0.22 0.11
H 5.88160 5.80069 1.72391 -0.02 0.27 0.10
H 5.48795 6.40108 0.11873 -0.05 0.17 -0.07
H 4.41697 3.84181 -0.01405 0.21 -0.11 -0.14
H 4.29026 4.15410 1.70248 0.17 -0.26 0.09
H 2.96091 6.15816 1.29327 0.04 0.17 0.10
H 3.16247 5.93339 -0.45066 0.12 0.35 0.01
H 1.69809 4.14618 -0.56765 0.06 -0.10 -0.17
H 2.17549 3.58667 1.03306 -0.04 -0.28 -0.12
H 0.43662 5.98715 0.52797 -0.04 0.24 0.11
H 0.77882 5.32120 2.10196 0.11 -0.14 0.22
H -0.81721 4.11446 -0.21076 -0.09 0.00 -0.17
H -1.44353 4.65340 1.34595 -0.21 0.17 -0.15
H 0.46674 2.50312 1.82539 0.22 0.12 0.01
H -1.23667 2.61384 2.19418 0.04 0.12 0.31
H 0.20786 1.30008 -1.78837 0.18 0.05 -0.05
H 1.51597 1.51053 -0.00441 0.16 0.08 -0.18
C -4.12776 -6.49201 0.33883 0.27 0.17 0.02
C -4.99805 -5.59299 -0.56903 0.03 -1.52 1.61
C -4.80447 -5.96669 -2.04312 0.31 0.55 -0.65
C -3.45096 -5.54479 -2.61550 0.04 0.03 0.20
C -3.18035 -4.05824 -2.38235 -0.67 -0.58 -0.50
C -3.31759 -3.62953 -0.91717 1.92 0.56 1.35
N -4.64341 -4.13631 -0.40229 -1.72 0.77 -3.96
O -5.58303 -3.38920 -0.68764 1.04 -0.61 1.57
C -2.14077 -4.16864 -0.08338 -0.11 -0.46 0.09
C -3.24024 -2.12220 -0.79520 -0.68 0.35 -0.19
C -6.44477 -5.82996 -0.15163 -0.28 0.49 -0.16
H -4.67836 -7.39039 0.60669 -0.14 0.04 -0.08
H -3.21024 -6.82297 -0.14108 0.02 0.10 0.01
H -3.86648 -5.98767 1.26827 0.00 0.00 0.00
H -5.59966 -5.50252 -2.63539 -0.04 0.06 0.11
H -4.93316 -7.04539 -2.13350 -0.05 -0.04 0.18
H -2.64874 -6.14810 -2.18538 -0.01 0.01 0.02
H -3.43897 -5.74703 -3.68726 0.00 -0.01 0.00
H -2.17505 -3.79960 -2.71075 0.07 0.10 0.19
H -3.87263 -3.46917 -2.99262 -0.05 0.06 0.13
H -2.30302 -3.99031 0.97956 0.02 0.05 0.00
H -1.23472 -3.63684 -0.36714 -0.08 0.19 -0.04
H -1.94294 -5.22804 -0.23014 -0.06 0.02 0.01
H -3.95447 -1.60247 -1.43322 -0.08 -0.09 0.03
H -2.24440 -1.80368 -1.08887 0.18 0.03 0.10
H -3.40066 -1.79753 0.23280 0.08 0.01 0.01
H -6.61002 -5.52729 0.88298 0.02 -0.01 0.01
H -6.66243 -6.89128 -0.23554 0.10 -0.06 -0.01
H -7.15395 -5.29873 -0.78385 0.04 0.06 0.03
```
Forces are in eV/Å.

LUMO level, eV: -3.90
Spin multiplicity: 1
Highest occupied orbital energy, eV: -6.0

***

What is the highest occupied orbital energy in the second record? -11.8 eV